Density functional theory data (ωB97M-V/def2-TZVPD) for a 2-piece molecular cluster, C14H20B3FN2O7 overall.

```
47
Properties=species:S:1:pos:R:3:lowdin_charge:R:1
F 7.250 -2.176 0.491 0.07
O 2.949 -1.585 0.325 0.31
O 0.881 -1.609 1.500 0.26
O -3.636 2.118 -1.161 0.08
O 2.718 3.740 2.429 0.10
O 2.889 -1.945 2.672 0.27
O -2.469 1.084 -2.642 0.06
O 5.483 -2.815 -0.660 0.19
N 1.482 3.086 0.622 0.03
N -3.423 1.175 -1.896 -0.34
C 1.650 3.411 1.996 -0.52
C 5.905 -2.364 0.344 -0.46
C 0.421 3.274 2.861 0.00
C 5.181 -1.970 1.592 0.05
C -6.390 -0.908 -1.040 -0.06
C -5.047 -2.091 -2.654 -0.06
C -4.383 0.055 -1.874 -0.15
C 1.355 1.294 -1.085 -0.16
C -4.139 -1.044 -2.677 0.00
C 0.785 -1.195 -1.029 -0.05
C -5.490 0.146 -1.051 0.00
C -6.170 -2.022 -1.840 -0.07
C 0.238 0.244 -1.071 -0.20
C 1.841 1.695 0.315 -0.19
B 1.642 -1.361 2.616 -0.33
B 3.615 -1.844 1.498 -0.51
B 1.561 -1.485 0.291 -0.53
H -6.877 -2.841 -1.829 0.11
H 1.035 2.183 -1.629 0.11
H -0.363 3.951 2.514 0.09
H 1.291 -0.585 3.447 0.12
H 5.593 -1.031 1.972 0.14
H -0.426 0.419 -0.217 0.12
H -3.260 -1.074 -3.303 0.12
H -7.265 -0.858 -0.407 0.11
H -0.380 0.379 -1.957 0.08
H 5.418 -2.721 2.351 0.14
H -0.061 -1.891 -1.061 0.12
H 1.387 1.009 1.050 0.10
H -5.639 1.021 -0.438 0.12
H 0.508 3.232 0.371 0.11
H -4.876 -2.960 -3.274 0.11
H 2.922 1.591 0.413 0.13
H 0.023 2.260 2.783 0.08
H 1.401 -1.378 -1.910 0.12
H 2.202 0.892 -1.644 0.12
H 0.668 3.494 3.895 0.08
```

Values from the calculation:
* multiplicity: 1
* electronic energy: -36907.0802 eV
* SMILES string: CC(=O)NCCCCB1OBOB(CC(=O)F)O1.O=[N+]([O-])c1ccccc1
* LUMO level: -0.73 eV
* charge: 0
* max |F|: 0.76 eV/A
* HOMO level: -9.583 eV
* frontier orbital gap: 8.854 eV